This record from OMol25 describes a structure of composition C10H4ClF6NNiO6S3 in a non-equilibrium geometry. The level of theory is ωB97M-V/def2-TZVPD.

The geometry in ORCA input format:
```
! RIJCOSX wB97M-V def2-TZVPD def2/J DEFGRID3
* xyz -1 2
Ni -0.276 0.383 -0.227
F 1.702 3.653 2.947
C 0.721 3.816 2.064
F -0.427 4.012 2.714
F 0.984 4.883 1.315
S 0.527 2.318 1.031
O 0.290 1.210 1.942
O -0.585 2.577 0.116
N 1.954 2.316 0.340
S 2.126 1.251 -0.842
O 2.107 -0.129 -0.399
O 1.392 1.560 -2.044
C 3.865 1.620 -1.272
F 4.229 0.782 -2.245
F 3.993 2.872 -1.712
F 4.677 1.447 -0.229
Cl -2.318 -2.035 -6.182
C -1.913 -2.085 -4.474
C -2.305 -3.242 -3.746
C -1.986 -3.313 -2.383
C -1.327 -2.307 -1.743
C -0.888 -1.070 -2.463
C -1.255 -1.057 -3.914
C -1.046 -2.408 -0.279
O -1.243 -3.463 0.310
O -0.628 -1.328 0.296
H -2.842 -4.035 -4.244
H -2.267 -4.176 -1.791
H 0.212 -1.006 -2.388
H -0.965 -0.196 -4.500
S -2.224 1.355 -2.246
C -1.328 0.171 -1.685
*
```

## Properties
E_HOMO (spin up / spin down): -4.81 / -5.38 eV
LUMO energy (spin up / spin down): 2.7 / 1.7 eV
Energy relative to the best compared isomer or geometry (same formula, charge and spin): 0.0 kcal per mole
HOMO-LUMO gap (spin up / spin down): 7.47 / 7.11 eV

Here are the Löwdin charges for atoms 1 to 4, given in e: number 1, Ni, carries 0.320; number 2, F, carries 0.147; number 3, C, carries -0.687; number 4, F, carries 0.143

***

This record from OMol25 describes a cluster of 2 separate species, C10H4F2N2O8S in total in a non-equilibrium geometry. The level of theory is ωB97M-V/def2-TZVPD.

The geometry in ORCA input format:
```
! RIJCOSX wB97M-V def2-TZVPD def2/J DEFGRID3
* xyz -2 1
O 3.964 -0.891 0.066
C 3.161 -0.470 0.844
N 3.333 0.040 2.194
C 2.162 0.714 2.694
O 2.002 1.344 3.706
C 1.047 0.428 1.652
C -0.370 0.742 1.649
C -1.191 0.300 0.529
N -2.652 0.514 0.415
C -3.190 1.236 1.553
O -3.253 0.715 2.622
F -3.688 2.501 1.446
C -3.239 -0.835 0.511
O -4.242 -1.165 -0.008
F -2.554 -1.781 1.254
C -0.582 -0.457 -0.591
C 0.837 -0.772 -0.602
C 1.643 -0.323 0.530
H 3.500 -0.823 2.723
H -0.804 1.313 2.503
H -1.230 -0.785 -1.446
H 1.310 -1.353 -1.438
O 2.128 -0.239 -5.215
S 0.809 -0.034 -4.568
O -0.274 -0.199 -5.569
O 0.743 1.327 -3.975
O 0.630 -1.048 -3.481
*
```

## Properties
E_HOMO: 0.16 eV
LUMO energy: 3.8 eV
HOMO-LUMO gap: 3.61 eV

Here are the Löwdin charges for atoms 1 to 4, given in e: number 1, O, carries 0.141; number 2, C, carries -0.379; number 3, N, carries 0.119; number 4, C, carries -0.387

***

This record from OMol25 describes a structure of composition C10H59F3O24Si2 in a non-equilibrium geometry. The level of theory is ωB97M-V/def2-TZVPD.

The geometry in ORCA input format:
```
! RIJCOSX wB97M-V def2-TZVPD def2/J DEFGRID3
* xyz 0 1
C -0.993 -2.195 2.894
C 0.040 -2.733 2.222
Si 0.230 -2.679 0.370
C 2.067 -2.593 -0.040
C 2.415 -1.550 -1.090
C 2.472 -0.181 -0.528
F 3.114 0.800 -1.259
C 1.925 0.200 0.653
F 2.537 0.539 1.754
F 0.608 0.235 0.787
O -0.510 -4.027 -0.274
Si -2.090 -3.847 -0.793
C -3.176 -2.925 0.424
C -4.626 -2.898 -0.056
O -4.752 -1.764 -0.916
C -6.044 -1.416 -1.138
C -6.551 -0.181 -0.481
O -6.747 -2.065 -1.860
H -1.609 -2.850 3.497
H -1.248 -1.156 2.814
H 0.853 -3.227 2.750
H -0.458 -1.476 -0.159
H 2.330 -3.554 -0.470
H 2.664 -2.519 0.860
H 1.746 -1.646 -1.945
H 3.400 -1.794 -1.489
H -2.087 -3.159 -2.102
H -2.648 -5.198 -1.020
H -2.894 -1.890 0.536
H -3.097 -3.404 1.392
H -4.805 -3.820 -0.605
H -5.316 -2.849 0.777
H -7.124 -0.439 0.396
H -5.743 0.496 -0.241
H -7.214 0.335 -1.156
O 1.974 3.105 -2.837
H 1.860 3.709 -2.075
H 2.584 2.434 -2.510
O -0.297 5.048 -2.255
H -1.017 4.451 -2.033
H 0.368 4.464 -2.642
O -3.707 -0.558 2.838
H -4.391 -0.515 3.514
H -3.060 0.095 3.127
O 0.743 -4.605 4.192
H 0.852 -5.461 3.758
H 1.192 -4.699 5.039
O 5.671 -2.060 -1.623
H 5.930 -1.214 -1.248
H 6.283 -2.183 -2.359
O 2.204 5.166 -0.835
H 2.719 5.967 -1.009
H 1.369 5.493 -0.478
O 4.501 6.865 -1.996
H 4.713 6.082 -2.519
H 5.012 6.750 -1.188
O 1.760 3.631 1.464
H 1.396 2.765 1.263
H 2.477 3.747 0.831
O 4.778 -0.130 -3.881
H 5.140 0.352 -4.630
H 4.521 0.554 -3.259
O -8.413 -2.420 0.790
H -9.362 -2.496 0.659
H -8.033 -2.856 0.018
O 7.071 5.428 -3.086
H 7.069 4.987 -3.944
H 7.194 6.360 -3.294
O -1.970 1.542 2.269
H -2.673 1.008 1.885
H -1.205 1.348 1.718
O -0.380 -6.158 2.060
H -1.051 -6.844 2.161
H -0.572 -5.737 1.212
O 7.100 1.517 -4.133
H 7.066 2.165 -3.420
H 7.650 0.809 -3.783
O -3.020 3.896 4.427
H -2.741 3.112 3.941
H -2.429 3.928 5.184
O -1.636 -8.073 3.920
H -1.829 -7.402 4.582
H -1.000 -8.654 4.346
O -2.495 7.554 -1.545
H -3.222 6.964 -1.321
H -1.832 6.967 -1.926
O 3.720 -4.363 -2.128
H 3.316 -4.743 -2.915
H 4.300 -3.670 -2.464
O 8.398 -2.820 -1.775
H 9.275 -3.199 -1.671
H 7.926 -3.063 -0.971
O -4.922 2.129 3.008
H -4.990 1.572 2.225
H -4.689 3.002 2.671
O -4.633 9.017 0.374
H -5.377 8.660 -0.119
H -3.856 8.713 -0.110
*
```

## Properties
E_HOMO: -7.78 eV
LUMO energy: -0.5 eV
HOMO-LUMO gap: 7.29 eV

Here are the Löwdin charges for atoms 1 to 4, given in e: number 1, C, carries -0.042; number 2, C, carries -0.222; number 3, Si, carries 0.496; number 4, C, carries -0.236

***

This record from OMol25 describes a structure of composition C10H5AlF7IN2O2PS in a non-equilibrium geometry. The level of theory is ωB97M-V/def2-TZVPD.

The geometry in ORCA input format:
```
! RIJCOSX wB97M-V def2-TZVPD def2/J DEFGRID3
* xyz 3 1
C 0.097 -2.028 -0.877
C 0.509 -0.787 -0.038
C -0.369 -0.277 1.021
C -1.749 -0.872 1.410
F -1.712 -1.093 2.789
F -2.076 -2.077 0.865
C -2.996 0.109 1.163
F -2.600 1.307 0.567
F -3.606 0.384 2.363
C -4.121 -0.491 0.233
F -5.032 0.526 0.055
F -3.676 -0.799 -1.027
F -4.820 -1.498 0.807
C 0.135 0.970 1.751
I -0.928 1.973 3.271
C 1.494 1.600 1.412
N 1.995 2.691 2.060
S 3.465 2.996 1.327
N 3.559 1.786 0.194
C 2.390 1.072 0.327
C 1.861 -0.113 -0.405
P 2.954 -0.767 -1.823
O 1.873 -0.860 -3.110
O 4.071 0.436 -2.337
H -0.845 -1.784 -1.442
H 0.900 -2.474 -1.508
H -0.195 -2.833 -0.137
H 1.043 -0.405 -2.851
H 3.607 1.270 -2.638
Al 4.774 2.039 -3.422
*
```

## Properties
E_HOMO: -20.13 eV
LUMO energy: -15.2 eV
HOMO-LUMO gap: 4.92 eV

Here are the Löwdin charges for atoms 1 to 4, given in e: number 1, C, carries -0.010; number 2, C, carries -0.060; number 3, C, carries -0.005; number 4, C, carries -0.345

***

This record from OMol25 describes an isolated molecule of C10H5F4NO2 in a non-equilibrium geometry. The level of theory is ωB97M-V/def2-TZVPD.

The geometry in ORCA input format:
```
! RIJCOSX wB97M-V def2-TZVPD def2/J DEFGRID3
* xyz 0 1
O 4.431 0.210 -1.014
C 3.242 -0.144 -0.507
N 2.920 -1.572 -0.020
C 1.396 -1.768 -0.112
O 0.921 -2.989 -0.366
C 0.682 -0.308 0.088
C 1.899 0.749 -0.211
C 1.625 2.364 -0.161
C 0.078 2.888 0.198
C -1.142 1.792 0.526
C -0.842 0.148 0.481
C -1.987 -0.977 0.812
F -1.461 -2.280 1.295
F -2.797 -0.418 1.958
C -2.998 -1.117 -0.483
F -3.572 -2.505 -0.529
F -2.155 -0.826 -1.697
H 3.469 -2.316 -0.548
H 2.501 3.116 -0.363
H -0.135 4.060 0.220
H -2.237 2.178 0.773
H -3.839 -0.285 -0.339
*
```

## Properties
E_HOMO: -9.98 eV
SMILES: O=C1NC(=O)c2c1cccc2C(F)(F)C(F)F
LUMO energy: -1.8 eV
Energy relative to the best compared isomer or geometry (same formula, charge and spin): 274.4 kcal per mole
HOMO-LUMO gap: 8.15 eV

Here are the Löwdin charges for atoms 1 to 4, given in e: number 1, O, carries -0.028; number 2, C, carries -0.235; number 3, N, carries 0.096; number 4, C, carries -0.229

***

This record from OMol25 describes a structure of composition C10H5NNdO5 in a non-equilibrium geometry. The level of theory is ωB97M-V/def2-TZVPD.

The geometry in ORCA input format:
```
! RIJCOSX wB97M-V def2-TZVPD def2/J DEFGRID3
* xyz 3 4
O -0.001 4.140 -2.029
C -0.004 3.002 -2.046
Nd -0.006 -0.417 -1.521
O -0.003 0.048 -5.326
C -0.004 -0.043 -4.184
C -0.006 -2.791 -1.905
O -0.006 -3.952 -2.043
C -2.521 -0.029 -1.860
O -3.662 0.074 -1.979
C 2.509 -0.042 -1.859
O 3.653 0.056 -1.978
C 0.007 -0.002 3.618
C 0.134 1.204 2.910
C 0.125 1.166 1.517
N 0.003 -0.012 0.834
C -0.119 -1.180 1.530
C -0.122 -1.204 2.923
H 0.010 0.007 4.710
H 0.238 2.168 3.417
H 0.215 2.070 0.905
H -0.214 -2.095 0.929
H -0.226 -2.166 3.438
*
```

## Properties
E_HOMO (spin up / spin down): -20.53 / -20.53 eV
LUMO energy (spin up / spin down): -14.0 / -13.9 eV
Energy relative to the best compared isomer or geometry (same formula, charge and spin): 0.0 kcal per mole
HOMO-LUMO gap (spin up / spin down): 6.48 / 6.64 eV

Here are the Löwdin charges for atoms 1 to 4, given in e: number 1, O, carries 0.139; number 2, C, carries 0.020; number 3, Nd, carries 1.641; number 4, O, carries 0.211